1.
Below is an isolated molecule of C27H35N5O5 in a non-equilibrium geometry, with properties calculated with ωB97M-V/def2-TZVPD.

CARTESIAN COORDINATES (ANGSTROEM)
C -2.96222 -4.52466 -1.24613
C -3.36965 -3.09891 -1.36606
C -3.76362 -2.46836 -0.01085
H -4.57521 -3.28413 0.44922
C -2.71599 -2.57708 0.82881
N -1.77683 -1.57350 0.54026
C -1.96386 -0.25760 0.72971
C -0.90255 0.73981 0.00549
C 0.26967 0.22793 -0.55802
O 1.26662 0.81351 -0.94937
N 0.31917 -0.98879 -0.45050
C -0.64538 -1.96657 -0.07316
O -0.34038 -3.43940 -0.07210
H 1.26846 -1.51872 -0.75420
N -1.06531 2.11087 0.06241
C -1.15223 2.81092 1.46299
O -1.29102 3.87102 1.41165
C -0.85428 2.03862 2.73049
H -1.39279 1.35203 2.71769
H -0.98836 2.86389 3.57491
O 0.48124 1.63040 2.65336
C 0.64060 0.42209 3.01232
O -0.11081 -0.40073 2.85680
C 2.16648 0.10199 3.23896
C 2.87758 -0.07471 1.48810
C 3.51040 0.76631 0.92913
C 4.07201 0.17523 -0.27912
C 4.74833 1.42257 -1.17537
C 5.19913 0.78855 -2.19825
C 5.25519 -0.56663 -2.60247
C 4.60948 -1.31917 -1.90855
C 3.98480 -1.03275 -0.77325
N 3.44688 -1.89691 0.14386
C 2.86959 -1.71762 1.24559
C 2.24075 -2.76739 2.06296
H 2.91680 -2.71593 2.97941
H 1.29287 -2.43902 2.20459
H 2.23303 -3.57065 1.70359
H 4.52091 -2.43419 -2.09060
H 5.55581 -0.72056 -3.50670
H 5.85595 1.45054 -2.80287
H 4.62782 2.37916 -0.64666
C 3.26323 2.15860 1.30452
H 2.87245 2.58781 0.45685
H 2.64066 2.46361 2.07147
H 4.51768 2.53333 1.43602
H 2.40823 -0.92296 3.76199
H 2.82547 0.76887 3.57617
C -1.07710 2.94913 -1.17417
H -0.50684 2.47874 -1.70087
C -2.47313 2.92971 -1.76013
C -2.80964 1.60673 -2.46006
H -1.91848 1.42297 -3.29064
H -2.75915 0.64261 -1.61732
H -3.70303 1.55068 -2.74919
C -2.52231 4.12582 -2.50710
H -3.56342 3.99915 -3.26578
H -1.88676 3.90668 -3.43131
H -2.36703 5.07790 -2.19838
H -3.08923 3.06097 -0.63071
H -0.73813 3.80961 -0.92967
N -2.96221 0.36255 1.21384
H -3.76428 -0.21548 1.17282
H -3.33890 1.31863 1.06574
H -3.05455 -2.17718 2.00411
H -2.20256 -3.43723 1.13616
H -4.43269 -1.70572 -0.06848
H -2.69873 -2.31994 -1.66875
H -4.53764 -3.11406 -1.93970
H -2.00422 -4.51887 -0.41449
H -3.66860 -5.04574 -0.71189
H -2.80814 -4.90839 -2.24916

The value obtained for the molecular weight is 509.6 g mol⁻¹. As for the energy relative to the best compared isomer or geometry (same formula, charge and spin): 550.0 kcal/mol. The total energy is -46231.2456 eV. The value obtained for the HOMO energy is -7.221 eV. The calculation puts the LUMO energy at 0.076 eV. As for the SMILES: CCCCn1c(N)c(N(CC(C)C)C(=O)COC(=O)Cc2c(C)nc3ccccc3c2C)c(=O)[nH]c1=O. The calculation puts the HOMO-LUMO gap at 7.30 eV.


2.
Below is a structure of composition C27H36As8F48N5O in a non-equilibrium geometry, with properties calculated with ωB97M-V/def2-TZVPD.

CARTESIAN COORDINATES (ANGSTROEM)
C -0.05905 0.17396 0.73226
C 0.14755 0.84521 -0.58373
O 1.02285 1.71062 -0.78892
N -0.83600 0.57306 -1.69123
H -1.66434 0.22639 -1.22890
H -1.08396 1.39789 -2.21875
C -0.36100 -0.52592 -2.70632
H 0.35161 -0.83430 0.67865
H -1.08303 0.10140 1.09871
H 0.55904 0.75479 1.41689
H 0.60399 -0.20189 -3.09604
H -1.07782 -0.71606 -3.50515
H -0.21573 -1.37314 -2.03609
C 2.47886 3.53342 -2.90860
N 3.83684 3.06238 -2.73302
C 4.30044 2.85951 -1.44183
C 5.62711 2.34399 -1.18835
C 6.44002 2.25913 -2.33686
C 5.90626 2.52851 -3.56806
C 4.61313 2.97513 -3.80780
C 7.78664 1.61144 -2.13786
C 7.94164 0.35679 -1.58226
C 9.15166 -0.12467 -1.19233
N 10.22880 0.66964 -1.27437
C 10.12251 1.89072 -1.82407
C 8.94192 2.38120 -2.34075
C 11.57113 0.13652 -0.70669
H 2.32424 4.16337 -3.78460
H 2.13381 4.13188 -2.06546
H 1.84374 2.64871 -2.95326
H 3.51939 2.93505 -0.69977
H 5.93194 2.00052 -0.21084
H 6.64704 2.57065 -4.35284
H 4.08402 3.24839 -4.70879
H 7.02967 -0.20952 -1.46399
H 9.33857 -1.11177 -0.79597
H 11.00685 2.50841 -1.77121
H 8.83065 3.39486 -2.69645
H 11.72808 0.77953 0.15933
H 12.40960 0.21976 -1.39816
H 11.58187 -0.91758 -0.42944
C -0.76464 1.36105 4.57988
N -2.14054 0.80171 4.64127
C -3.18414 1.61620 4.37448
C -4.48056 1.13630 4.24048
C -4.76344 -0.21407 4.61210
C -3.61570 -0.98980 4.90335
C -2.31011 -0.50253 4.89776
C -6.04192 -1.01411 4.38439
C -6.78856 -1.60573 5.44803
C -8.02602 -2.17609 5.13786
N -8.53000 -2.05710 3.90446
C -7.88180 -1.44983 2.87283
C -6.57891 -0.99151 3.08058
C -9.93293 -2.49756 3.67917
H -0.45733 1.99481 5.41176
H -0.47646 1.99526 3.74154
H -0.04904 0.53891 4.58926
H -2.83675 2.59157 4.06726
H -5.35067 1.72268 3.98464
H -3.59964 -2.06494 5.00445
H -1.35260 -0.99995 4.94432
H -6.39223 -1.51603 6.44867
H -8.64518 -2.71421 5.84032
H -8.31695 -1.26010 1.90275
H -5.86382 -0.47890 2.45426
H -10.64308 -1.70845 3.43201
H -10.29772 -2.87815 4.63320
H -10.03289 -3.20382 2.85497
As 2.98566 2.31597 3.48973
F 4.04282 1.33873 4.58313
F 1.93029 0.86396 3.18362
F 1.91224 3.29255 2.46280
F 4.01743 3.81160 3.91691
F 4.07047 2.01540 2.09097
F 1.96793 2.62455 4.92366
As -0.87980 -4.25356 -4.63790
F -2.39801 -4.57473 -3.65991
F -0.13372 -3.23862 -3.38891
F 0.64902 -4.18548 -5.62856
F -1.51442 -5.14602 -6.09914
F -1.62708 -2.70476 -5.19188
F -0.16680 -5.70314 -3.83646
As -1.10276 2.54334 -5.37835
F -2.67456 1.64006 -5.39249
F -1.40542 2.71108 -7.16712
F 0.46574 3.35563 -5.56037
F -0.93301 2.28112 -3.62308
F -0.36512 0.89626 -5.64488
F -1.93135 4.15297 -5.15772
As 4.30172 -2.05426 -1.19559
F 5.38736 -1.49676 0.06501
F 2.84956 -1.62473 -0.30604
F 3.16254 -2.78824 -2.33864
F 5.77086 -2.58592 -2.11159
F 4.23797 -3.63262 -0.36088
F 4.22721 -0.54337 -2.12341
As -5.05966 -1.21490 -4.47871
F -6.26788 -0.83410 -3.19590
F -6.44453 -1.73886 -5.62306
F -3.91366 -1.65105 -5.75078
F -3.74592 -0.84393 -3.27948
F -4.88189 -2.90066 -3.84891
F -5.18787 0.47687 -5.07826
As -3.11137 3.71919 0.79122
F -4.51590 3.16092 1.78244
F -2.04942 3.03697 2.05557
F -1.66448 4.28058 -0.14530
F -4.28109 4.34163 -0.40901
F -3.25082 5.26821 1.63119
F -2.88399 2.12635 -0.03303
As -0.19523 -3.77196 3.92404
F 0.02594 -5.08764 5.07424
F 1.30305 -4.36422 3.03237
F -0.34985 -2.38495 2.85771
F -1.74594 -3.27816 4.69252
F 0.71482 -2.77491 5.08604
F -1.22671 -4.79991 2.89012
As -3.19282 -2.66921 0.36447
F -3.98314 -3.97863 1.23533
F -2.64105 -1.71945 1.85338
F -2.49634 -1.34646 -0.53227
F -3.70419 -3.32424 -1.30948
F -4.74519 -1.80641 0.50209
F -1.65852 -3.64569 0.07537

The value obtained for the molecular weight is 1957.9 g mol⁻¹. As for the energy relative to the best compared isomer or geometry (same formula, charge and spin): 0.0 kcal/mol. The total energy is -655249.4512 eV. The value obtained for the HOMO energy is -3.415 eV. The calculation puts the LUMO energy at 0.928 eV. The net charge is -3. The calculation puts the HOMO-LUMO gap at 4.34 eV.


3.
Below is a structure of composition C27H36BiN6OS8 in a non-equilibrium geometry, with properties calculated with ωB97M-V/def2-TZVPD.

CARTESIAN COORDINATES (ANGSTROEM)
Bi 0.21706 -0.96613 -0.08655
C -3.56702 1.70262 1.31847
C -3.05590 2.86175 0.46852
S -1.71861 2.38751 -0.68327
C -0.46108 3.65304 -0.34919
C 0.05815 3.69733 1.07881
S 0.73334 2.08568 1.61694
C -0.04636 1.86591 3.24921
C -1.56687 1.83897 3.28362
S -2.30078 0.65540 2.10406
H -4.13563 1.00355 0.70592
H -4.21710 2.07734 2.10966
H -2.66919 3.67070 1.08534
H -3.88412 3.24664 -0.12663
H -0.86195 4.62357 -0.64375
H 0.34789 3.38009 -1.02826
H -0.71304 3.99246 1.78902
H 0.86973 4.42313 1.12915
H 0.31924 2.65484 3.90722
H 0.36071 0.91172 3.58868
H -1.98924 2.81487 3.05006
H -1.90095 1.55322 4.28121
C -1.45753 0.74844 -4.09303
C -1.23435 -0.13932 -2.91326
N -0.09282 -0.57875 -2.53492
N 1.04023 -0.29814 -3.18934
C 2.17738 -0.88592 -2.78108
N 3.25359 -0.73827 -3.53599
S 2.21643 -1.96244 -1.45121
C -2.37422 -0.63208 -2.12680
C -3.68179 -0.54453 -2.59566
C -4.71271 -1.05973 -1.82932
C -4.41972 -1.63660 -0.60348
C -3.09729 -1.67418 -0.19491
N -2.10206 -1.19748 -0.94059
H -0.56400 1.31687 -4.34010
H -2.25755 1.45627 -3.88794
H -1.72876 0.14543 -4.96406
H 1.17000 0.61216 -3.78519
H 3.25741 0.00971 -4.22802
H 4.13200 -1.08332 -3.19105
H -3.88709 -0.09082 -3.55374
H -5.73223 -1.00588 -2.18624
H -5.19211 -2.04353 0.03314
H -2.82312 -2.08980 0.76197
S 2.27907 -0.95194 2.07880
C 3.92619 -1.02261 1.79869
N 4.74035 -1.60220 2.68067
C 6.17157 -1.45605 2.48351
C 6.34429 -1.22960 0.99103
S 4.81547 -0.36734 0.46000
H 4.35462 -1.93644 3.55082
H 6.69176 -2.35415 2.81335
H 6.54784 -0.60396 3.05728
H 6.39250 -2.16596 0.43680
H 7.20800 -0.61638 0.75182
C 3.90710 4.40070 -4.59900
O 3.50321 3.93979 -3.30740
C 2.65580 2.92332 -3.19623
S 2.00727 2.20573 -4.60994
S 2.29960 2.45959 -1.62265
H 4.66656 5.15643 -4.42108
H 3.06274 4.83147 -5.13692
H 4.32408 3.58583 -5.19006
C -0.00535 -3.15783 0.55829
C -1.01085 -3.42809 1.62567
C -1.04544 -2.68383 2.80600
C -1.99600 -2.93288 3.77752
C -2.92937 -3.95175 3.59492
C -2.88545 -4.72885 2.43653
C -1.93933 -4.45907 1.46551
C -3.94395 -4.20170 4.57026
N -4.77522 -4.41638 5.33416
H -0.21675 -3.74536 -0.33444
H 0.99258 -3.41828 0.91427
H -0.31781 -1.89435 2.95936
H -2.02735 -2.34124 4.68232
H -3.59229 -5.53692 2.30632
H -1.91338 -5.06205 0.56632

The value obtained for the molecular weight is 926.1 g mol⁻¹. As for the energy relative to the best compared isomer or geometry (same formula, charge and spin): 2.6 kcal/mol. The total energy is -132088.0990 eV. The value obtained for the HOMO energy is -9.782 eV. The calculation puts the LUMO energy at -3.315 eV. The net charge is +1. The calculation puts the HOMO-LUMO gap at 6.47 eV.


Question: Among the records above, which one has the lowest HOMO-LUMO gap?
Answer: C27H36As8F48N5O